Entry 1:
# CH3NO2S

An isolated molecule of CH3NO2S at a distorted geometry (the ωB97M-V functional and the def2-TZVPD basis, the OMol25 dataset).

Structure (ORCA input):
```
! RIJCOSX wB97M-V def2-TZVPD def2/J DEFGRID3
* xyz 0 1
C 0.58644 -0.14526 -0.77524
N 1.52692 -0.79423 -0.32253
O -0.94993 -1.03977 1.53179
O -1.63663 1.10144 0.40774
S -1.32226 -0.52739 0.24133
H 0.49899 0.60734 -1.55482
H 2.47029 -0.67593 -0.69457
H -1.17383 1.47380 1.16630
*
```

Properties
E_HOMO = -0.3214 Ha
total energy = -643.24431 a.u.
orbital gap = 9.34 eV


Entry 2:
# C18H54O9S8

A cluster of 9 separate species, C18H54O9S8 in total at a distorted geometry (the ωB97M-V functional and the def2-TZVPD basis, the OMol25 dataset).

Structure (ORCA input):
```
! RIJCOSX wB97M-V def2-TZVPD def2/J DEFGRID3
* xyz 0 1
C 19.00665 -62.05680 13.99084
C 19.64940 -60.86328 13.34629
O 19.93871 -59.84715 14.29807
H 18.17177 -61.74378 14.53119
H 19.48456 -62.74799 14.56128
H 18.76958 -62.62659 13.04735
H 18.88718 -60.59672 12.51086
H 20.52921 -60.97588 12.84087
H 20.53527 -59.16460 13.91491
C 19.54342 -54.53880 19.19932
S 18.38290 -54.51845 17.81383
O 18.98252 -53.40536 16.90273
C 18.92386 -56.19156 17.32863
H 18.96866 -55.23065 19.94788
H 19.67495 -53.44620 19.71909
H 20.64316 -55.07749 19.01134
H 18.67843 -56.34605 16.23832
H 18.67081 -56.87184 18.07779
H 19.92523 -56.20549 17.40362
C 18.74864 -56.87038 12.68125
S 20.46388 -56.69981 12.35423
O 21.11503 -57.45668 13.52151
C 20.39925 -57.69355 10.85471
H 18.34958 -56.10207 11.97577
H 18.60474 -56.47511 13.55236
H 18.35991 -57.90044 12.54236
H 19.95901 -58.69738 11.00275
H 21.52388 -57.80564 10.47589
H 19.71963 -57.22313 10.17736
C 16.28651 -58.19197 9.83330
S 16.27368 -56.50757 10.40063
O 17.06632 -55.66182 9.46385
C 14.58680 -56.20377 9.79489
H 16.81630 -58.70359 10.48543
H 16.30909 -58.55135 8.71092
H 15.36386 -58.61118 10.23750
H 14.47138 -55.13220 9.97678
H 13.91394 -56.73190 10.42571
H 14.31175 -56.55252 8.79785
C 23.51762 -56.82032 8.78448
S 23.26488 -55.15006 9.24616
O 24.70453 -54.79157 9.62498
C 23.24305 -54.51403 7.54692
H 24.01277 -57.02471 7.91834
H 22.57564 -57.30605 8.63764
H 23.77814 -57.35053 9.67608
H 24.14694 -54.77021 7.08363
H 23.16444 -53.40310 7.56194
H 22.28217 -54.94391 6.98341
C 25.04467 -58.41271 13.29768
S 25.00736 -59.74965 14.49589
O 25.08328 -59.17692 15.93493
C 23.26883 -60.27783 14.20266
H 24.76357 -58.88946 12.29038
H 25.86047 -57.81318 13.35140
H 24.29330 -57.74136 13.65279
H 22.90445 -60.92290 15.00430
H 23.27500 -60.71888 13.21153
H 22.59215 -59.43818 14.29460
C 24.29281 -54.59965 12.85296
S 22.79533 -53.81536 13.28025
O 21.81644 -54.19994 12.18926
C 22.53637 -54.85319 14.71045
H 24.83812 -54.55041 13.69395
H 24.76340 -53.91649 12.03127
H 23.91120 -55.66646 12.74240
H 22.72759 -55.86565 14.36365
H 21.63068 -54.95572 15.33568
H 23.29244 -54.42332 15.40995
C 20.10850 -60.87035 9.12016
S 21.71319 -60.37652 8.52007
O 22.66477 -60.02263 9.63604
C 22.24932 -62.04518 8.16091
H 19.43385 -60.07345 9.07741
H 20.22139 -61.44630 10.14822
H 19.58886 -61.61185 8.60656
H 21.73244 -62.42478 7.37681
H 22.43425 -62.36886 9.00944
H 23.38064 -62.02174 7.83800
C 16.47190 -59.14109 18.35255
S 15.57138 -58.55607 16.87383
O 15.58479 -57.00217 17.03466
C 16.72082 -59.03518 15.62084
H 16.37466 -58.75919 19.35271
H 17.38047 -58.88604 18.15829
H 16.35189 -60.15759 18.34592
H 17.00877 -60.04782 15.57832
H 17.73706 -58.38682 16.08797
H 16.36176 -58.78595 14.45471
*
```

Properties
E_HOMO = -0.3021 Ha
total energy = -4580.24600 a.u.
orbital gap = 8.04 eV


Entry 3:
# C13H17BrF6O3S

An isolated molecule of C13H17BrF6O3S at a distorted geometry (the ωB97M-V functional and the def2-TZVPD basis, the OMol25 dataset).

Structure (ORCA input):
```
! RIJCOSX wB97M-V def2-TZVPD def2/J DEFGRID3
* xyz 0 1
C 4.06017 -0.02304 1.98710
C 2.81191 0.70639 1.58447
C 1.46225 -0.16584 1.10619
O 1.84282 -1.49508 0.89408
S 2.17774 -2.19320 -0.57125
O 3.67534 -1.73424 -0.86621
O 1.33727 -1.57967 -1.92194
C -0.07328 -1.35848 -1.76306
C -0.58330 -0.49789 -0.46903
C -1.32750 -1.42309 0.64682
Br -0.87521 -3.39090 0.72066
C -2.98911 -1.48562 0.50363
C -3.54458 -1.70403 -1.00899
C 0.48249 0.63795 0.06204
C -0.17738 1.88582 0.92795
C -1.44338 1.62938 1.89375
F -1.17000 1.00921 3.21165
C 1.29225 1.50100 -1.06865
F 2.62184 0.93190 -1.50758
F 1.81698 2.82492 -0.52583
C 0.54242 1.91561 -2.44141
F 1.01349 3.30480 -2.83298
F 1.09592 1.08446 -3.57875
F -0.91935 2.03266 -2.43480
H 4.81426 0.41838 2.79757
H 4.36906 -1.09622 1.56804
H 2.83387 1.87520 1.63551
H 0.81827 -0.15623 2.12134
H -0.62792 -2.39279 -1.93552
H -0.43284 -0.73329 -2.71966
H -1.50012 0.16258 -0.86981
H -1.13431 -1.09373 1.77823
H -3.34931 -2.43796 1.13006
H -3.55040 -0.58479 0.97714
H -4.03641 -0.69390 -1.38649
H -4.41284 -2.52062 -1.00492
H -2.77129 -2.05533 -1.80728
H 0.61925 2.42222 1.64132
H -0.60571 2.64099 0.10425
H -1.88161 2.71103 2.16104
H -2.28174 1.12146 1.26128
*
```

Properties
E_HOMO = -0.3303 Ha
total energy = -4302.26965 a.u.
orbital gap = 9.10 eV


Entry 4:
# C28H59BrN2O12P3

A cluster of 4 separate species, C28H59BrN2O12P3 in total at a distorted geometry (the ωB97M-V functional and the def2-TZVPD basis, the OMol25 dataset).

Structure (ORCA input):
```
! RIJCOSX wB97M-V def2-TZVPD def2/J DEFGRID3
* xyz 1 1
C 4.15110 -3.85395 -1.42694
C 4.05828 -4.16839 0.02405
C 2.70876 -4.14509 0.95208
C 1.71996 -2.85916 0.72092
C 0.10112 -2.94479 0.48279
C -0.68707 -4.40879 0.44015
C -1.75369 -4.34352 -0.84555
C -3.32256 -4.07497 -0.33393
C -0.81368 -1.61009 0.31213
N -0.16072 -0.28272 0.36421
N 1.18168 -0.23094 0.53899
C 2.24423 -1.27066 0.74504
Br 4.16321 -0.76930 1.02884
H 3.51613 -4.34534 -2.27871
H 4.97352 -3.04776 -1.74104
H 5.08091 -4.42131 0.58586
H 2.14081 -5.17372 0.75251
H 3.01494 -4.18407 2.10486
H -1.32991 -4.60749 1.42426
H 0.02339 -5.31992 0.25717
H -1.80192 -5.36343 -1.44048
H -1.47083 -3.51640 -1.62755
H -3.23274 -3.47643 0.69395
H -3.89018 -3.33402 -1.06755
H -3.90884 -5.06597 -0.12306
H -1.99420 -1.67225 0.17490
H 1.57801 0.76090 0.53014
O 4.53840 3.13927 5.37736
P 5.90357 3.66457 4.86951
O 5.45128 5.25802 4.87837
C 5.38566 5.93234 6.11900
C 6.76313 6.38590 6.55175
O 5.53337 3.38802 3.26790
C 4.85884 2.19385 2.89798
C 3.42132 2.51752 2.53178
O 7.42885 4.25146 4.30209
C 8.22846 3.40356 3.49425
C 8.31920 3.99986 2.09938
H 4.92451 5.29158 6.87953
H 4.73864 6.80209 5.98364
H 7.40353 5.52631 6.77374
H 6.70234 7.01294 7.44669
H 7.25220 6.95399 5.75362
H 4.91104 1.44082 3.69146
H 5.37390 1.77702 2.02661
H 2.89801 3.00346 3.35976
H 2.87528 1.61140 2.25547
H 3.39237 3.21650 1.68907
H 7.83138 2.38380 3.46972
H 9.22657 3.36179 3.93948
H 7.33406 4.06185 1.62850
H 8.96765 3.40100 1.45651
H 8.70653 5.02448 2.14234
O 0.45151 -1.59736 -6.26988
P 0.57015 -0.45948 -5.22648
O 0.47740 0.76179 -6.34166
C -0.78613 1.07672 -6.89166
C -1.57112 1.96285 -5.94880
O 2.23507 -0.52930 -5.18368
C 2.88635 -1.79171 -5.18470
C 3.52941 -2.02811 -6.53965
O 0.70271 0.81185 -4.06070
C 1.40125 0.55973 -2.85265
C 2.65897 1.41237 -2.82765
H -1.34115 0.16091 -7.12593
H -0.61019 1.60559 -7.83122
H -1.83049 1.42241 -5.03284
H -2.49602 2.30897 -6.42054
H -0.97757 2.83364 -5.65156
H 2.19586 -2.60007 -4.92166
H 3.66043 -1.76742 -4.41104
H 2.79104 -1.98571 -7.34499
H 4.02714 -3.00116 -6.57121
H 4.26854 -1.24783 -6.75043
H 1.63505 -0.50373 -2.74046
H 0.74867 0.84665 -2.02318
H 3.33102 1.15401 -3.65087
H 3.20318 1.28399 -1.88970
H 2.40900 2.47228 -2.95341
O -6.47556 -2.35105 0.54652
P -7.71397 -1.66010 1.16818
O -8.57255 -1.61388 -0.24760
C -9.17462 -2.80666 -0.70909
C -10.48619 -3.05172 0.00515
O -7.06369 -0.13177 1.02673
C -5.69298 0.08051 1.33326
C -4.91599 0.30436 0.04816
O -9.09763 -0.88812 1.86275
C -8.91685 -0.05392 2.99516
C -9.23892 1.37878 2.60384
H -8.49184 -3.65473 -0.58175
H -9.35652 -2.68715 -1.77964
H -10.31804 -3.25719 1.06713
H -11.01397 -3.90433 -0.43337
H -11.13009 -2.16805 -0.05367
H -5.27789 -0.75030 1.91366
H -5.62710 0.97445 1.96164
H -5.02130 -0.54291 -0.63493
H -3.85344 0.45726 0.25590
H -5.30118 1.18299 -0.48024
H -7.90303 -0.14153 3.39852
H -9.61352 -0.38657 3.76988
H -8.56251 1.73966 1.82388
H -9.15854 2.04901 3.46216
H -10.25200 1.44736 2.19071
*
```

Properties
E_HOMO = -0.4232 Ha
total energy = -5711.96538 a.u.
orbital gap = 6.61 eV